(1)
2 unconnected molecules or ions with the total composition C33H35BO3S in a non-equilibrium geometry. Source: the OMol25 dataset; level of theory: ωB97M-V/def2-TZVPD.

Summary:
energy above the lowest of the compared OMol25 structures with the same formula, charge and spin: 42.75 kcal/mol
orbital gap: 3.408 eV
2S+1: 1

Each line ends with the Mulliken charge.
CARTESIAN COORDINATES (ANGSTROEM)
C1 -3.446 4.434 2.458  -1.4460
C2 -2.309 3.450 2.411  1.1813
C3 -1.603 3.152 3.581  -0.9327
C4 -0.474 2.329 3.536  -0.9163
C5 -0.052 1.769 2.331  0.1783
B1 1.326 0.881 2.290  1.5611
C6 2.195 2.298 2.152  0.4047
C7 2.555 2.844 0.938  -0.9706
C8 3.617 3.806 1.063  -0.8072
C9 4.037 3.995 2.367  0.6454
C10 5.186 4.797 2.836  -1.2275
S1 3.007 3.077 3.458  -0.2288
O1 1.750 0.189 3.443  -0.5888
C11 2.856 -0.605 2.992  1.8329
C12 4.157 0.141 3.207  -2.2374
C13 2.847 -1.864 3.850  -1.6647
C14 2.567 -0.830 1.431  1.8110
C15 3.781 -0.819 0.515  -2.0329
C16 1.798 -2.105 1.155  -1.5367
O2 1.679 0.226 1.069  -0.2618
C17 -0.803 1.986 1.178  -0.7549
C18 -1.924 2.827 1.221  -0.9055
H1 -3.876 4.578 1.462  0.3675
H2 -4.246 4.099 3.131  0.2660
H3 -3.102 5.407 2.832  0.3008
H4 -1.927 3.576 4.535  0.3946
H5 0.098 2.134 4.445  0.3827
H6 2.104 2.587 -0.012  0.4496
H7 4.082 4.296 0.213  0.3263
H8 5.706 5.243 1.982  0.3503
H9 4.876 5.601 3.515  0.2638
H10 5.894 4.152 3.373  0.2536
H11 5.002 -0.538 3.035  0.3924
H12 4.248 0.998 2.529  0.2613
H13 4.216 0.507 4.241  0.4556
H14 3.548 -2.606 3.446  0.3074
H15 3.171 -1.608 4.865  0.4224
H16 1.839 -2.289 3.909  0.2329
H17 4.468 -1.635 0.766  0.3437
H18 3.452 -0.979 -0.518  0.4414
H19 4.339 0.122 0.540  0.3170
H20 2.371 -3.002 1.397  0.2924
H21 0.867 -2.097 1.732  -0.2800
H22 1.525 -2.134 0.095  0.5875
H23 -0.495 1.530 0.235  0.4450
H24 -2.496 3.017 0.309  0.2888
C19 -6.613 -0.648 6.492  -0.3457
C20 -6.169 0.101 5.397  -0.7444
C21 -4.823 0.092 5.033  -0.4294
C22 -3.885 -0.696 5.760  0.2841
C23 -2.578 -0.961 5.236  0.5023
O3 -1.961 -2.047 5.800  -0.4444
C24 -1.034 -2.721 5.033  0.7362
C25 -0.826 -2.315 3.696  0.1279
C26 -0.618 -3.380 2.784  -0.1513
C27 -0.130 -4.597 3.252  -0.6964
C28 -0.083 -4.865 4.626  -0.4074
C29 -0.597 -3.947 5.534  -0.8900
C30 -1.036 -0.943 3.391  0.6212
C31 -2.011 -0.303 4.147  -0.5935
C32 -4.340 -1.391 6.905  -0.3690
C33 -5.686 -1.379 7.250  -0.6007
H25 -7.674 -0.668 6.755  0.3817
H26 -6.877 0.688 4.808  0.3837
H27 -4.476 0.665 4.169  0.4101
H28 -0.868 -3.220 1.726  0.5673
H29 0.216 -5.331 2.521  0.4085
H30 0.320 -5.817 4.980  0.3973
H31 -0.673 -4.148 6.604  0.4626
H32 -0.656 -0.520 2.467  0.4881
H33 -2.414 0.671 3.888  0.1271
H34 -3.627 -1.946 7.512  0.4308
H35 -6.009 -1.954 8.117  0.3770

(2)
A molecular structure, C33H35BaN2O2PSeSi in a non-equilibrium geometry. Source: the OMol25 dataset; level of theory: ωB97M-V/def2-TZVPD.

Summary:
energy above the lowest of the compared OMol25 structures with the same formula, charge and spin: 23.29 kcal/mol
orbital gap: 5.988 eV
2S+1: 1

Each line ends with the Mulliken charge.
CARTESIAN COORDINATES (ANGSTROEM)
Ba1 -0.084 0.300 -0.312  1.7301
O1 1.359 0.815 2.602  -0.6271
C1 1.384 -0.241 1.948  -0.4071
C2 1.942 -1.488 2.602  0.5698
C3 3.175 -1.490 3.247  -0.6172
C4 3.732 -2.676 3.705  -0.5596
C5 3.034 -3.867 3.552  -0.6905
C6 1.785 -3.866 2.939  -0.6040
C7 1.241 -2.686 2.438  0.2686
P1 -0.358 -2.621 1.522  0.0495
C8 -1.052 -4.292 1.818  -0.2971
C9 -0.780 -5.285 0.877  -0.1718
C10 -1.247 -6.582 1.053  -0.5919
C11 -2.011 -6.895 2.170  -0.4335
C12 -2.301 -5.909 3.105  -0.7145
C13 -1.824 -4.615 2.931  0.0796
C14 -1.425 -1.588 2.588  0.4096
C15 -2.642 -1.178 2.042  -0.3198
C16 -3.532 -0.413 2.784  -0.6267
C17 -3.205 -0.045 4.081  -0.5274
C18 -1.985 -0.433 4.626  -0.7364
C19 -1.098 -1.197 3.884  -0.0668
H1 3.691 -0.544 3.377  0.4707
H2 4.701 -2.674 4.193  0.3769
H3 3.453 -4.798 3.917  0.3975
H4 1.236 -4.797 2.851  0.3529
H5 -0.193 -5.037 -0.002  0.3577
H6 -1.023 -7.343 0.316  0.3914
H7 -2.385 -7.903 2.308  0.3754
H8 -2.901 -6.147 3.974  0.3947
H9 -2.054 -3.855 3.667  0.3914
H10 -2.901 -1.455 1.025  0.4323
H11 -4.459 -0.081 2.334  0.4170
H12 -3.889 0.567 4.658  0.3972
H13 -1.717 -0.126 5.630  0.4215
H14 -0.142 -1.479 4.311  0.3856
C20 -4.378 3.368 2.069  -0.9050
Si1 -3.480 3.689 0.458  0.3620
C21 -4.607 4.724 -0.617  -0.9710
C22 -1.957 4.694 0.881  -1.0112
Se1 -2.943 1.811 -0.633  -0.6556
H15 -4.800 4.303 2.460  0.3747
H16 -3.687 2.963 2.814  0.1735
H17 -5.196 2.653 1.932  0.2512
H18 -4.982 5.603 -0.077  0.3377
H19 -5.462 4.120 -0.937  0.2479
H20 -4.079 5.065 -1.514  0.2369
H21 -2.227 5.678 1.287  0.3078
H22 -1.328 4.845 -0.002  0.2358
H23 -1.366 4.164 1.637  0.2762
C23 0.577 1.082 -6.882  -1.0109
N1 -0.140 0.530 -5.731  0.1144
N2 0.567 -0.043 -4.689  0.3761
C24 -0.185 0.036 -3.548  0.9840
O2 0.186 -0.484 -2.449  -1.0024
C25 -1.361 0.760 -3.877  -0.8845
C26 -1.271 1.064 -5.204  0.6924
C27 -2.179 1.892 -6.044  -1.4958
C28 1.665 -0.925 -4.925  0.0129
C29 1.594 -1.854 -5.953  0.1540
C30 2.660 -2.713 -6.169  -0.6836
C31 3.778 -2.661 -5.347  -0.4132
C32 3.834 -1.735 -4.313  -0.6955
C33 2.781 -0.854 -4.106  -0.4459
H24 1.613 0.765 -6.842  0.3893
H25 0.543 2.170 -6.871  0.3565
H26 0.142 0.715 -7.808  0.3347
H27 -2.160 1.018 -3.190  0.1508
H28 -3.128 2.024 -5.530  0.3719
H29 -2.360 1.428 -7.014  0.3467
H30 -1.750 2.883 -6.217  0.3239
H31 0.704 -1.906 -6.570  0.4672
H32 2.609 -3.437 -6.972  0.3704
H33 4.604 -3.341 -5.511  0.4064
H34 4.702 -1.691 -3.666  0.3773
H35 2.818 -0.122 -3.311  0.4642

(3)
A molecular structure, C33H35CaN7OSSb. Source: the OMol25 dataset; level of theory: ωB97M-V/def2-TZVPD.

Summary:
energy above the lowest of the compared OMol25 structures with the same formula, charge and spin: 0.00 kcal/mol
total charge: +1
orbital gap: 6.885 eV
2S+1: 1

Each line ends with the Mulliken charge.
CARTESIAN COORDINATES (ANGSTROEM)
Ca1 -2.197 -0.966 -0.792  1.4295
C1 -3.600 -3.451 -2.855  -1.2524
C2 -4.498 -3.260 -1.662  0.8120
C3 -5.453 -4.254 -1.360  -0.7500
C4 -6.273 -4.075 -0.290  -0.7380
C5 -6.187 -2.893 0.482  1.0787
C6 -7.046 -2.658 1.577  -0.8770
C7 -6.942 -1.486 2.269  -0.7522
C8 -5.987 -0.520 1.895  -0.4039
C9 -5.118 -0.708 0.840  0.3562
S1 -3.962 0.551 0.412  -0.6219
C10 -5.214 -1.935 0.113  0.0475
N1 -4.362 -2.166 -0.944  -0.4245
H1 -4.202 -3.533 -3.761  0.4389
H2 -3.013 -4.368 -2.772  0.2099
H3 -2.919 -2.612 -2.993  0.1651
H4 -5.514 -5.141 -1.977  0.4310
H5 -7.008 -4.825 -0.022  0.4365
H6 -7.781 -3.408 1.843  0.3918
H7 -7.602 -1.287 3.103  0.4057
H8 -5.926 0.414 2.438  0.4483
C11 8.450 8.195 0.683  -0.8473
O1 8.558 6.777 0.682  -0.4603
C12 7.440 6.059 0.454  0.9253
C13 7.611 4.677 0.362  -0.8140
C14 6.525 3.863 0.132  -0.4384
C15 5.243 4.398 -0.013  0.3572
C16 5.083 5.775 0.085  -0.8311
C17 6.166 6.607 0.318  -0.3941
C18 4.069 3.559 -0.265  0.2899
N2 2.831 3.991 -0.366  -0.8152
C19 2.077 2.872 -0.591  0.5738
C20 2.857 1.746 -0.628  -0.1009
N3 4.137 2.199 -0.416  -0.1642
C21 2.335 0.444 -0.878  0.8496
C22 3.108 -0.722 -0.985  -0.2239
C23 2.498 -1.913 -1.275  -1.2187
C24 1.110 -1.931 -1.412  -1.1706
N4 0.347 -0.858 -1.279  -0.4228
C25 0.939 0.335 -1.045  0.1103
C26 0.096 1.525 -1.010  -0.4465
N5 -1.234 1.366 -1.220  -0.6071
C27 -1.996 2.447 -1.270  -0.4940
C28 -1.505 3.744 -1.089  -1.0415
C29 -0.171 3.915 -0.839  -0.3973
C30 0.663 2.788 -0.805  0.9144
H9 9.462 8.574 0.780  0.2436
H10 7.851 8.544 1.527  0.3402
H11 8.015 8.557 -0.250  0.3501
H12 8.608 4.272 0.478  0.4201
H13 6.694 2.793 0.076  0.2468
H14 4.089 6.191 -0.021  0.4655
H15 6.009 7.672 0.399  0.4090
H16 4.978 1.651 -0.390  0.1657
H17 4.183 -0.673 -0.857  0.4438
H18 3.066 -2.826 -1.391  0.4707
H19 0.605 -2.860 -1.644  1.1593
H20 -3.053 2.285 -1.439  0.7022
H21 -2.185 4.584 -1.137  0.4383
H22 0.268 4.892 -0.677  0.5849
C31 -0.497 -5.551 -1.120  -1.4641
Sb1 -1.363 -4.020 0.127  0.9010
C32 0.234 -4.054 1.553  -1.3465
C33 -2.682 -5.360 1.138  -1.4032
H23 -0.245 -6.412 -0.501  0.4111
H24 0.411 -5.194 -1.609  0.4841
H25 -1.201 -5.866 -1.890  0.4485
H26 0.363 -5.072 1.920  0.4663
H27 0.031 -3.382 2.385  0.3877
H28 1.154 -3.724 1.070  0.3452
H29 -2.085 -6.111 1.654  0.4817
H30 -3.323 -5.848 0.404  0.3963
H31 -3.308 -4.825 1.851  0.3771
N6 -2.459 -1.905 2.261  -0.3696
N7 -1.486 -0.845 2.112  -0.4153
H32 -3.292 -1.570 2.740  0.2335
H33 -2.047 -2.627 2.839  0.2666
H34 -1.191 -0.494 3.020  0.3009
H35 -2.036 -0.076 1.717  0.0951